[1]
Here is 14 unconnected molecules or ions with the total composition C26H80N10O14 from the Open Molecules 2025 dataset. Energies are from the ωB97M-V functional and the def2-TZVPD basis.

Calculated values
frontier orbital gap	9.2	eV
charge	0
energy above the lowest of the compared OMol25 structures with the same formula, charge and spin	146.6	kcal/mol
HOMO level	-8.80	eV
LUMO level	0.0130	Ha

Atoms and positions in Å:
1 O -9.1850 24.3730 -23.1936
2 O -17.0145 23.4139 -23.3921
3 O -13.0941 23.9411 -20.9456
4 O -14.2986 22.6445 -16.3041
5 O -16.2065 20.0166 -20.9000
6 O -16.2084 27.2962 -18.2129
7 O -11.6026 23.5465 -18.2274
8 O -11.4927 19.8641 -21.1188
9 O -12.3551 26.3232 -19.7696
10 O -9.8046 26.0048 -20.7362
11 O -13.3108 24.9614 -23.9207
12 O -14.5761 22.1131 -23.2836
13 O -8.8110 23.8934 -19.1178
14 O -10.7829 19.9457 -25.3826
15 N -15.0474 25.3353 -18.8942
16 N -14.3731 22.8624 -18.6427
17 N -11.7308 23.3884 -15.8503
18 N -13.9802 21.0575 -20.8688
19 N -16.7768 25.0462 -17.6957
20 N -16.1015 23.7009 -21.1768
21 N -16.2495 22.3992 -17.5554
22 N -14.4932 19.7716 -19.2104
23 N -18.2400 24.2541 -21.5289
24 N -9.8916 24.1936 -16.7411
25 C -15.1049 19.9151 -24.0037
26 C -14.7992 21.9196 -25.5087
27 C -11.8903 23.5589 -21.5059
28 C -14.9023 20.3005 -20.3239
29 C -6.9524 22.9918 -20.2806
30 C -8.9456 21.7281 -19.4126
31 C -11.1291 20.9414 -26.1235
32 C -8.3449 24.8682 -25.3215
33 C -8.9568 26.7738 -20.2469
34 C -14.3408 21.2698 -24.1727
35 C -10.9583 20.3552 -22.2923
36 C -14.0020 27.0995 -21.2422
37 C -10.5867 22.2599 -25.6281
38 C -9.2731 27.0351 -18.7468
39 C -7.0691 25.1165 -23.1880
40 C -17.0707 23.8586 -22.0222
41 C -15.9868 25.9258 -18.2065
42 C -8.4547 23.0215 -19.9594
43 C -12.8884 28.5810 -19.6575
44 C -10.6089 20.5489 -27.5038
45 C -12.6521 27.2979 -20.5531
46 C -12.0571 25.3059 -24.3819
47 C -8.3916 25.1740 -23.8016
48 C -14.9288 22.6268 -17.4887
49 C -8.8064 28.0604 -20.9770
50 C -11.0994 23.6622 -16.9095
51 H -12.2421 20.9367 -26.1178
52 H -8.5004 27.5971 -18.2786
53 H -16.1179 24.2457 -20.2454
54 H -10.0206 21.7564 -19.5617
55 H -9.5457 20.7028 -27.4711
56 H -11.6491 20.6439 -23.0522
57 H -13.5418 20.0395 -18.9147
58 H -9.3291 24.8341 -25.7889
59 H -8.9514 23.1577 -20.9022
60 H -14.8035 19.2485 -23.2127
61 H -18.5306 24.5357 -20.5948
62 H -12.9082 24.6441 -20.3281
63 H -11.4480 25.9411 -23.6802
64 H -6.4915 24.1394 -23.2823
65 H -7.1175 25.3729 -22.1382
66 H -7.8433 25.5975 -25.9648
67 H -13.8891 26.1341 -21.6250
68 H -11.3058 24.4189 -21.8623
69 H -14.3627 25.9440 -19.3488
70 H -15.4149 22.5821 -23.3897
71 H -9.3356 26.1639 -18.0277
72 H -11.1774 23.0751 -26.1807
73 H -8.0363 26.2200 -20.3310
74 H -16.8901 22.2934 -18.4486
75 H -13.8529 28.4986 -19.1299
76 H -15.8876 22.0251 -25.5434
77 H -8.0175 28.5865 -20.4583
78 H -11.3574 23.2402 -14.9011
79 H -12.6649 23.0339 -15.9958
80 H -11.5701 19.3411 -25.3012
81 H -11.2848 23.1048 -20.7469
82 H -14.7817 22.4687 -19.4967
83 H -9.5040 22.3507 -25.8798
84 H -8.8678 23.4639 -23.4030
85 H -18.9210 24.1190 -22.2024
86 H -13.2706 24.5318 -23.0651
87 H -11.8272 27.5459 -21.2699
88 H -16.1155 20.1727 -23.6302
89 H -10.0819 27.7090 -18.5392
90 H -8.6582 20.9461 -20.0361
91 H -7.9050 23.9470 -25.4975
92 H -10.8515 19.4952 -27.7772
93 H -14.7852 24.3561 -18.7636
94 H -14.7976 27.1962 -20.5224
95 H -15.0384 19.1594 -18.5857
96 H -8.9465 24.7600 -19.5350
97 H -10.6761 22.4152 -24.5844
98 H -10.8456 21.2283 -28.3482
99 H -10.3117 19.5944 -22.7500
100 H -11.4025 26.0755 -19.9188
101 H -9.4593 24.6041 -15.8790
102 H -16.7259 21.9978 -16.7003
103 H -6.3060 22.6260 -19.4479
104 H -12.8498 29.5164 -20.1780
105 H -13.1416 21.4430 -20.4013
106 H -6.4634 25.8995 -23.5772
107 H -14.3628 22.9329 -25.6156
108 H -11.3006 24.5505 -24.6355
109 H -9.3952 24.1025 -17.6396
110 H -16.5338 24.0295 -17.6504
111 H -13.3920 23.0906 -18.6366
112 H -17.4133 25.3882 -16.9339
113 H -15.1172 23.3839 -21.4676
114 H -12.0931 28.6895 -18.8588
115 H -14.1814 21.3484 -21.8365
116 H -8.8262 21.5408 -18.3659
117 H -10.3288 21.1923 -22.0623
118 H -8.7422 26.2673 -23.6469
119 H -11.9855 22.8517 -22.3564
120 H -13.3137 20.8205 -24.1020
121 H -8.7171 27.9924 -22.0811
122 H -9.5836 28.7988 -20.7302
123 H -6.6119 23.9521 -20.6452
124 H -14.0531 27.8317 -22.0012
125 H -12.1809 26.0258 -25.1774
126 H -15.3538 19.3738 -24.9528
127 H -12.4213 20.0767 -21.1905
128 H -6.8204 22.2724 -21.0871
129 H -14.4216 21.3636 -26.4015
130 H -9.3927 25.6260 -21.5458


[2]
Here is 22 unconnected molecules or ions with the total composition C26H85N3O24PS2 from the Open Molecules 2025 dataset. Energies are from the ωB97M-V functional and the def2-TZVPD basis.

Calculated values
frontier orbital gap	4.5	eV
charge	-1
HOMO level	-4.39	eV
LUMO level	0.0025	Ha

Atoms and positions in Å:
1 S -3.4230 4.5695 0.0382
2 S -5.7118 4.4628 -2.0754
3 P 0.6388 -0.0123 2.5720
4 O 3.8976 -8.8494 -5.4675
5 O -5.2929 3.5250 -5.5446
6 O 6.0466 0.6113 -1.9060
7 O 3.7819 -7.6204 3.2871
8 O 1.2404 1.5074 1.9002
9 O 2.8475 -6.2173 -4.6401
10 O 2.1551 -5.7425 1.5877
11 O 1.5690 -8.3790 0.7827
12 O -3.0228 -5.3219 -1.7654
13 O 5.4500 -0.4267 1.0972
14 O -0.1443 -4.2757 -1.6534
15 O -1.2201 7.7313 1.6968
16 O 0.0267 1.7483 -7.2212
17 O -2.6874 8.0368 4.6412
18 O -0.5287 -0.3007 1.3257
19 O -1.1658 -4.1481 8.7388
20 O -1.3046 -5.2566 2.3357
21 O -6.4091 0.3144 0.3984
22 O 4.2172 -3.3529 0.0447
23 O -6.2686 -2.6240 1.8933
24 O -5.5259 7.3149 0.1645
25 O 5.4084 5.1391 -3.8750
26 O -8.4540 4.0411 -4.0623
27 O 6.3640 -7.4674 4.4877
28 N -2.0786 -2.9129 4.5864
29 N -3.0696 4.2728 -2.8020
30 N -1.4611 3.1612 -4.3089
31 C -3.1119 -0.1976 0.3681
32 C -4.0770 4.4186 -1.7030
33 C -1.5351 4.6138 -4.5703
34 C 1.1586 -2.4310 -0.3996
35 C -0.3354 3.3319 1.9277
36 C 3.5230 3.0017 -2.2880
37 C 0.2935 2.1822 0.9988
38 C -2.5447 5.3544 -3.6618
39 C -0.0133 -1.3443 3.8173
40 C 0.1937 -3.0404 5.7876
41 C 0.9348 -1.9471 4.9375
42 C 1.5176 -2.4757 1.1645
43 C 1.2411 2.5653 -0.2382
44 C -1.4502 -1.9211 3.7871
45 C 2.0071 -1.0816 1.7952
46 C 2.0251 5.1423 -2.0629
47 C -1.2610 -3.5103 5.5887
48 C 2.4343 3.5783 0.1126
49 C 0.3281 -4.2990 -3.0519
50 C 3.0669 4.1880 -1.2632
51 C 1.0576 -3.9917 -0.8811
52 C -1.5756 4.4868 -0.1899
53 C -2.2582 1.1916 0.4515
54 C -0.6742 0.9305 0.5334
55 C -2.4011 3.0340 -3.2167
56 C -0.7369 4.6882 1.1635
57 H 1.4336 -9.2798 1.1015
58 H 2.5580 -0.4833 0.9835
59 H -6.1382 -1.7930 1.4173
60 H 1.0339 5.2015 -1.4687
61 H 0.0781 -2.0230 -0.5013
62 H -7.2132 -2.6362 2.0883
63 H -0.9006 5.1165 -5.3772
64 H -1.3492 3.5283 -0.7657
65 H 6.1674 0.1942 -2.7680
66 H 2.6529 2.3304 -2.6042
67 H -5.8177 6.5213 -0.2997
68 H 0.9885 -4.6434 0.0855
69 H -7.3309 0.1231 0.1826
70 H 4.4905 -9.4298 -4.9742
71 H -3.2374 8.5629 4.0485
72 H 1.2197 -5.5948 1.7854
73 H -1.6859 -4.3481 6.2552
74 H -1.9413 7.7655 4.0885
75 H -6.2318 3.6472 -5.7362
76 H -1.2485 2.9241 2.4974
77 H -2.8512 6.4468 -3.5952
78 H 6.4931 0.0137 -1.2918
79 H 0.4417 3.6299 2.7325
80 H 0.8015 -3.5590 6.6196
81 H -2.4457 -5.9367 -1.2964
82 H 3.9932 4.8436 -1.0487
83 H 2.4520 6.1686 -2.3252
84 H 3.3239 3.0523 0.6309
85 H -2.1419 7.5311 1.4833
86 H 1.7468 1.5773 -0.5720
87 H 4.3534 2.3909 -1.7796
88 H 1.8908 -1.8214 -1.0299
89 H -2.6146 2.0345 -2.6942
90 H -2.0846 -4.3507 8.5249
91 H 2.7196 -6.2886 -5.5936
92 H 6.2589 4.9419 -3.4628
93 H 2.2362 -6.7075 1.5456
94 H -7.6020 3.8532 -3.6467
95 H -8.4833 5.0048 -4.1089
96 H -2.5627 -1.0139 -0.2203
97 H -1.0754 -3.2124 8.5153
98 H 1.1361 -5.1120 -3.2142
99 H 0.6681 2.9333 -1.1740
100 H -1.8765 -4.9576 1.6177
101 H 2.4167 -3.2133 1.2688
102 H -5.2452 3.5574 -4.5793
103 H -1.6635 -4.8150 3.1196
104 H 5.4230 -0.9720 1.8934
105 H 2.0354 -4.2906 -1.3912
106 H 4.4924 -8.2438 -5.9275
107 H 1.6461 0.2680 3.6022
108 H 2.1411 4.4561 0.7831
109 H 4.7909 -3.9664 0.5205
110 H 0.1850 5.3156 0.9201
111 H 1.7556 4.5667 -3.0336
112 H -1.1242 8.6643 1.4664
113 H 1.4519 -8.4478 -0.1730
114 H -2.1241 -1.4664 2.9643
115 H -6.3049 1.2473 0.1725
116 H 3.9786 3.4695 -3.2510
117 H 0.6412 -2.9753 1.7021
118 H 4.7571 -2.5566 -0.0564
119 H 2.7624 -1.3223 2.6378
120 H -1.2930 5.3609 -0.8902
121 H -4.0630 0.0791 -0.2300
122 H 5.3839 6.1035 -3.9089
123 H 2.7152 -7.1185 -4.3193
124 H -2.4806 1.7282 -0.5541
125 H -6.3412 7.7917 0.3629
126 H -2.4819 -4.5269 -1.8648
127 H 4.9949 0.3855 1.3552
128 H -0.5576 -4.5379 -3.7328
129 H 4.6348 -7.8224 3.6987
130 H -3.4397 -0.5210 1.4117
131 H 0.7473 -3.2326 -3.2327
132 H -0.3327 2.1974 -6.4445
133 H -0.2676 0.8805 3.2975
134 H -2.6751 1.8216 1.3148
135 H -0.2510 0.6534 -0.5111
136 H -1.3824 5.3318 1.8806
137 H 3.7605 -6.6548 3.2525
138 H -0.5418 2.0407 -7.9437
139 H 6.9363 -8.0837 4.9614
140 H 6.9042 -6.6735 4.3903
141 H 2.0193 -1.6384 5.0810


[3]
Here is a molecular structure, C27H15B3N3O24V from the Open Molecules 2025 dataset. Energies are from the ωB97M-V functional and the def2-TZVPD basis.

Calculated values
⟨S²⟩	3.7559
multiplicity	4
frontier orbital gap (spin up / spin down)	7.9 / 7.9	eV
charge	-1
energy above the lowest of the compared OMol25 structures with the same formula, charge and spin	5.9	kcal/mol
HOMO level (spin up / spin down)	-6.86 / -7.01	eV
LUMO level (spin up / spin down)	0.0382 / 0.0329	Ha

Atoms and positions in Å:
1 V -0.0864 1.0200 1.0961
2 O -3.1577 -3.5534 -5.0482
3 O -2.1588 -4.3773 -0.0649
4 O 3.4549 -3.4051 -2.5644
5 O -1.7378 -5.7932 -1.7793
6 O 1.4925 -2.2729 -1.4888
7 O -2.1083 -3.8145 2.3015
8 O 1.5882 -2.9875 -3.8220
9 O -2.9287 0.3297 -3.6091
10 O 2.6811 0.9285 -1.9413
11 O 1.0159 -0.5065 -0.1580
12 O -1.3413 -0.4756 1.9213
13 O 1.1937 -5.0674 -4.5827
14 O -2.4764 -0.6916 -1.5532
15 O 2.8397 -1.0477 -3.0210
16 O 3.7283 -5.5877 -3.0912
17 O -1.0615 -2.3863 0.7616
18 O -2.9130 -2.1322 3.6187
19 O -1.9334 2.2947 -3.1588
20 O -5.8257 -2.7368 -3.9451
21 O -1.4858 1.0482 -0.5477
22 O -0.1012 -4.5596 1.0062
23 O 0.8661 -6.0432 -0.4057
24 O -2.4426 -2.0495 -3.5702
25 O -4.5303 -1.3187 -2.7808
26 N -1.1932 2.4561 2.3235
27 N 1.7013 0.6898 2.4291
28 N 0.7003 2.7909 -0.0466
29 C -1.4379 -5.2383 -0.7728
30 C -4.7571 -2.2749 -3.7056
31 C 1.6835 4.9146 -1.6252
32 C 1.8110 -4.2855 -3.9332
33 C 3.9606 0.3138 3.9893
34 C -2.2032 3.2107 1.8535
35 C 0.3156 4.7323 -1.4487
36 C -2.6333 4.3714 2.4607
37 C 2.0038 3.1125 -0.0730
38 C 2.3849 1.7139 2.9503
39 C -2.2388 1.1637 -2.8915
40 C 2.5393 4.0900 -0.9166
41 C -2.3077 -2.5834 2.6913
42 C 3.2639 -0.7677 3.4900
43 C -0.0937 3.6188 -0.7423
44 C -1.0855 3.9477 4.2151
45 C 3.4964 1.5918 3.7841
46 C -2.0566 4.7534 3.6476
47 C 2.1534 -0.5598 2.6969
48 C -1.5117 -1.6699 1.7099
49 C -2.0028 0.5015 -1.5040
50 C -0.0367 -5.3486 -0.0729
51 C 3.1153 -4.5711 -3.1293
52 C -0.7379 2.7804 3.5527
53 C -3.3854 -2.7294 -4.2163
54 C 2.4788 -0.2552 -2.0628
55 C 1.5201 -1.0253 -1.1378
56 B -1.3445 -3.8388 1.0026
57 B -3.1296 -0.9470 -2.8709
58 B 2.3860 -2.4402 -2.7306
59 H -0.6444 4.2183 5.1632
60 H 3.6733 -1.7480 3.6889
61 H 3.6019 4.0621 -1.1099
62 H -2.5528 2.9167 0.8724
63 H 1.9215 2.6853 2.8182
64 H -3.3782 4.9924 1.9830
65 H 2.1090 5.6724 -2.2699
66 H 2.7585 2.3761 0.1813
67 H 4.8470 0.2067 4.6040
68 H -0.3587 5.2873 -2.0847
69 H 1.6342 -1.3569 2.1816
70 H -2.2741 5.6807 4.1627
71 H 3.9134 2.5451 4.0749
72 H -1.1420 3.3604 -0.7247
73 H -0.0386 2.0688 3.9698


[4]
Here is a molecular structure, C27H16Br3CuN14O from the Open Molecules 2025 dataset. Energies are from the ωB97M-V functional and the def2-TZVPD basis.

Calculated values
⟨S²⟩	0.7534
multiplicity	2
frontier orbital gap (spin up / spin down)	5.6 / 5.6	eV
charge	-1
energy above the lowest of the compared OMol25 structures with the same formula, charge and spin	0.0	kcal/mol
HOMO level (spin up / spin down)	-4.71 / -4.71	eV
LUMO level (spin up / spin down)	0.0342 / 0.0340	Ha

Atoms and positions in Å:
1 Br 0.8488 0.2964 7.7568
2 Br 3.7327 -6.1551 4.0004
3 Br -5.1872 2.9580 -8.3500
4 Cu 1.4418 -0.6324 1.2386
5 O -0.2136 -1.7742 1.1310
6 N 3.1020 0.5783 0.8081
7 N 3.8802 0.0674 -1.3732
8 N -3.6172 1.5716 -2.6527
9 N 0.7197 -1.2436 -2.0490
10 N 1.8142 -1.2296 -1.2591
11 N 0.2320 0.7713 0.4715
12 N 2.1497 0.0464 -3.0874
13 N 1.4817 -0.0189 3.1825
14 N 2.4771 -2.1629 1.9794
15 N 3.7092 1.1207 1.8896
16 N -3.7089 0.3782 -2.2299
17 N 4.9431 1.3549 1.6198
18 N 5.2534 1.0030 0.3639
19 N 0.9094 -0.6016 -3.1636
20 C 0.9851 1.0859 3.7308
21 C 0.3867 2.1198 0.3929
22 C -4.8410 2.3392 -6.5498
23 C 0.9013 1.2672 5.0949
24 C 2.2074 -2.3136 3.2415
25 C -4.2014 1.6685 -3.8957
26 C -1.1769 -1.1203 0.5930
27 C -2.4248 -1.7716 0.3254
28 C -5.0461 3.2571 -5.5178
29 C 1.1053 0.1398 5.8975
30 C -3.0994 0.1795 -1.0272
31 C -4.7567 2.9197 -4.2268
32 C 1.5922 -1.0457 5.3724
33 C -3.3928 -1.1052 -0.4379
34 C 1.7539 -1.0904 3.9990
35 C -1.7539 2.3628 -0.7229
36 C 2.6401 -0.3736 -1.9190
37 C -3.9115 0.7863 -4.9671
38 C 2.5626 -3.5265 3.9145
39 C -1.0030 0.2219 0.1627
40 C -4.1766 1.1173 -6.2919
41 C 3.1924 -4.5350 3.2358
42 C -1.9853 0.9699 -0.5082
43 C 4.0756 0.5077 -0.1194
44 C -0.5811 2.9482 -0.2702
45 C 2.9441 -3.1816 1.2548
46 C 3.3939 -4.3374 1.8075
47 H 2.9992 -2.9025 0.2300
48 H -2.6022 2.9245 -1.1653
49 H -4.3188 -1.5734 -0.8820
50 H 0.5552 1.8469 3.0487
51 H -4.0338 0.3570 -7.0535
52 H 4.5650 0.4186 -2.0353
53 H 1.7873 -1.9747 5.9895
54 H 2.4046 -3.6550 5.0040
55 H -0.3551 4.0153 -0.4080
56 H 0.4979 2.1435 5.5559
57 H 3.9822 -5.0558 1.3077
58 H -4.7582 3.7323 -3.4695
59 H -2.5606 -2.8313 0.5479
60 H -3.3959 -0.1388 -4.7227
61 H -5.3439 4.2632 -5.6826
62 H 1.2192 2.6120 0.8900


[5]
Here is a molecular structure, C27H17AuBrNO6S4 from the Open Molecules 2025 dataset. Energies are from the ωB97M-V functional and the def2-TZVPD basis.

Calculated values
frontier orbital gap	5.5	eV
charge	-2
energy above the lowest of the compared OMol25 structures with the same formula, charge and spin	20.5	kcal/mol
HOMO level	-1.37	eV
LUMO level	0.1517	Ha

Atoms and positions in Å:
1 Au 15.3557 11.7204 11.1355
2 Br 16.3531 16.5008 9.8047
3 S 20.5399 9.1725 9.8843
4 S 18.3744 11.0517 7.3728
5 S 17.8119 7.3400 9.9860
6 S 12.7018 10.2495 10.3818
7 O 15.9200 11.9786 13.2894
8 O 16.2051 12.9017 15.2689
9 O 12.9307 9.3090 11.4799
10 O 17.4028 11.3122 10.8635
11 O 12.7280 13.8164 11.5951
12 O 13.0083 9.9059 9.0283
13 N 13.3912 11.7017 10.8898
14 C 19.4903 10.4935 10.2126
15 C 21.6267 11.3735 10.7270
16 C 15.3201 15.4133 14.2264
17 C 21.9409 10.0821 10.3703
18 C 8.7790 11.1849 9.8685
19 C 16.8507 6.5914 11.2458
20 C 15.4412 16.9920 12.4393
21 C 8.7723 12.3975 10.5336
22 C 20.2157 11.6004 10.6598
23 C 17.5016 10.3452 8.6507
24 C 15.9330 15.9893 11.5890
25 C 12.4733 12.6778 11.2348
26 C 17.0544 8.7968 11.9639
27 C 17.5979 8.8913 10.6978
28 C 9.9018 10.3776 9.9614
29 C 17.2414 10.5086 6.1841
30 C 15.8716 14.4053 13.3670
31 C 15.1522 16.6791 13.7524
32 C 11.0635 10.8951 10.5120
33 C 16.5844 7.4831 12.2554
34 C 16.3312 9.7554 8.1956
35 C 9.9250 12.9747 10.9836
36 C 11.1193 12.1879 10.9511
37 C 16.1396 14.6861 12.0555
38 C 15.9980 13.0084 14.0349
39 C 17.9907 10.2839 10.0960
40 C 16.2146 9.8256 6.7531
41 H 16.6427 13.9923 11.3656
42 H 15.3645 17.9983 12.0707
43 H 15.1443 15.1065 15.2759
44 H 22.9252 9.6845 10.3572
45 H 7.8003 12.9260 10.6035
46 H 7.8821 10.8252 9.3631
47 H 17.3808 10.7462 5.1691
48 H 19.7175 12.5586 10.9445
49 H 15.9892 7.2868 13.1614
50 H 15.4001 9.3345 6.2696
51 H 16.5483 5.5734 11.1809
52 H 9.9757 14.0364 11.2745
53 H 14.7827 17.4744 14.3684
54 H 22.3382 12.1290 11.0802
55 H 9.8318 9.3668 9.5139
56 H 16.9942 9.6609 12.6524
57 H 15.5859 9.3126 8.8830


- charge of number 1 (C26H80N10O14)?
  0